No. 1
DFT (ωB97M-V/def2-TZVPD) results for a structure of composition C2H4 in a non-equilibrium geometry.

XYZ file:
```
6
Properties=species:S:1:pos:R:3:forces:R:3:lowdin_charge:R:1
C -0.032635 0.504758 -0.718387 0.02 -1.35 -0.85 -0.10
C 0.922134 -0.303254 -0.539660 0.60 0.60 -0.18 -0.08
H 0.910093 0.267794 -1.684022 -0.47 -0.04 0.78 0.08
H -1.052779 0.343527 -1.046381 -0.07 0.82 0.10 0.06
H -0.475535 -0.740077 1.892502 -0.18 -0.50 -0.06 0.02
H -0.271278 -0.072747 2.095949 0.11 0.47 0.22 0.02
```
Forces are in eV/Å.

spin multiplicity = 1
net charge = 0
largest force on an atom = 1.60 eV/A


No. 2
DFT (ωB97M-V/def2-TZVPD) results for an isolated molecule of C2H4 in a non-equilibrium geometry.

XYZ file:
```
6
Properties=species:S:1:pos:R:3:forces:R:3:lowdin_charge:R:1
C 0.415050 0.564607 -0.087471 -0.71 0.22 1.66 -0.08
C -0.415589 -0.433635 -0.017332 0.55 -3.83 -2.06 -0.09
H 0.143460 1.387963 0.521243 0.02 1.24 0.12 0.04
H 1.416772 0.454270 -0.354473 1.29 0.00 -1.04 0.03
H -1.348666 -0.524826 0.445891 -1.33 0.85 0.78 0.02
H -0.211027 -1.448379 -0.507858 0.19 1.51 0.56 0.07
```
Forces are in eV/Å.

spin multiplicity = 1
net charge = 0
largest force on an atom = 4.38 eV/A


No. 3
DFT (ωB97M-V/def2-TZVPD) results for an isolated molecule of C2H4 in a non-equilibrium geometry.

XYZ file:
```
6
Properties=species:S:1:pos:R:3:forces:R:3:lowdin_charge:R:1
C 0.581296 -0.065916 -0.140598 8.53 1.84 -0.45 -0.13
C -0.646287 -0.012842 0.093793 -2.76 0.46 -0.04 -0.11
H 1.364767 0.494847 -0.918935 -2.87 -1.98 1.35 0.13
H 1.115296 -0.260346 0.779328 0.97 -0.63 -0.17 0.03
H -1.162397 0.424154 -0.671177 -2.67 0.81 -1.39 0.03
H -0.927719 -0.186110 1.091613 -1.21 -0.50 0.69 0.05
```
Forces are in eV/Å.

spin multiplicity = 1
net charge = 0
largest force on an atom = 8.74 eV/A


No. 4
DFT (ωB97M-V/def2-TZVPD) results for a cluster of 19 separate species, C2H40O20 in total in a non-equilibrium geometry.

XYZ file:
```
62
Properties=species:S:1:pos:R:3:forces:R:3:lowdin_charge:R:1
O -0.805694 -0.738177 -1.432387 0.05 -1.24 0.91 -0.36
C -0.695694 0.033823 -0.278387 0.98 -0.69 -1.09 -0.29
C 0.639306 -0.139177 0.454613 -1.18 1.03 -1.37 -0.32
O 0.724306 0.645823 1.549613 -0.56 1.19 2.28 -0.37
H -1.522694 -0.014177 0.376613 -1.05 -0.76 1.15 0.07
H -0.784694 1.005823 -0.658387 0.39 2.26 0.04 0.07
H 1.375306 0.261823 -0.216387 0.74 -0.73 -1.35 0.10
H 0.828306 -1.146177 0.728613 0.18 -1.47 -0.42 0.10
O -1.158694 0.833823 -3.402387 -0.86 0.46 0.39 -0.11
H -0.892694 0.294823 -2.605387 0.36 -0.58 -0.41 -0.03
H -2.068694 0.990823 -3.080387 0.33 0.15 -0.61 0.00
O 3.436306 0.999823 1.063613 0.00 0.00 0.55 -0.07
H 3.542306 0.889823 2.021613 0.17 0.03 -0.33 0.04
H 2.535306 0.643823 0.963613 0.55 0.23 0.11 -0.02
O 1.408306 2.093823 3.657613 1.35 3.31 2.29 -0.07
H 1.678306 3.035823 3.425613 -0.63 -2.18 0.21 0.07
H 1.183306 1.642823 2.875613 -0.49 -1.13 -2.14 -0.07
O -1.711694 -0.618177 2.771613 1.40 -1.37 0.68 -0.03
H -1.025694 -0.291177 2.175613 0.06 0.17 0.32 -0.01
H -2.447694 -0.054177 2.678613 -1.32 0.98 -0.45 -0.03
O -3.778694 0.907823 1.427613 -1.14 -0.89 -0.76 -0.04
H -3.232694 1.637823 1.638613 1.25 1.51 0.65 -0.01
H -3.420694 0.658823 0.565613 -0.15 -0.40 0.15 0.01
O -0.611694 3.242823 -1.879387 -0.64 1.51 -0.74 -0.04
H -0.770694 2.378823 -2.238387 0.00 -1.02 -1.25 -0.03
H -0.530694 3.058823 -0.967387 0.54 -0.15 1.55 -0.04
O 0.471306 -3.622177 2.331613 -1.36 -1.87 -1.65 -0.08
H 1.027306 -2.939177 2.618613 1.38 1.66 0.76 -0.07
H 0.358306 -3.446177 1.361613 -0.20 -0.29 1.13 0.00
O -3.416694 1.713823 -1.991387 -0.27 -0.24 0.92 -0.03
H -3.216694 2.161823 -1.159387 0.38 -0.29 0.13 0.05
H -3.806694 2.432823 -2.465387 -0.40 0.59 -0.89 0.04
O -1.842694 -2.172177 -3.365387 -0.19 -0.72 0.05 -0.10
H -1.594694 -1.727177 -2.517387 -0.08 0.13 -0.75 -0.02
H -1.930694 -1.495177 -4.038387 0.24 0.38 0.29 0.01
O 1.536306 -0.786177 -2.727387 1.21 -0.07 -0.24 -0.07
H 1.252306 -1.488177 -3.328387 -0.53 0.39 0.42 0.06
H 0.811306 -0.534177 -2.118387 -0.49 -0.68 -0.60 0.00
O 4.084306 -1.990177 1.240613 0.47 -0.82 -1.08 -0.08
H 3.465306 -1.834177 1.938613 -0.65 0.24 0.83 -0.04
H 3.543306 -2.439177 0.556613 0.26 0.34 0.14 0.01
O -3.166694 -2.035177 -0.448387 0.31 -0.15 0.38 -0.04
H -2.406694 -1.459177 -0.610387 0.80 -0.32 -0.17 -0.02
H -3.835694 -1.435177 -0.735387 -1.27 0.29 -0.38 0.02
O -0.267694 -3.284177 -0.290387 -0.99 -1.51 -0.13 -0.06
H -0.483694 -2.431177 -0.674387 -0.14 1.26 -0.57 0.01
H -1.029694 -3.842177 -0.553387 0.66 0.43 0.35 0.10
O 1.881306 -1.384177 3.019613 1.43 -0.67 -1.78 -0.03
H 1.514306 -1.263177 3.854613 -1.03 0.49 2.21 0.04
H 1.415306 -0.769177 2.431613 -0.25 0.82 0.12 0.01
O 1.469306 2.863823 0.057613 -0.18 1.92 -0.71 -0.04
H 1.272306 3.709823 0.482613 0.23 -0.35 -0.13 0.07
H 1.313306 2.182823 0.693613 -0.23 -1.33 1.43 -0.02
O 2.107306 2.161823 -2.459387 -0.43 0.99 -1.23 -0.05
H 1.706306 2.296823 -1.607387 -0.21 0.41 0.60 -0.04
H 2.722306 1.469823 -2.334387 0.92 -1.30 0.14 0.00
O 2.256306 -2.888177 -1.007387 2.40 -0.75 0.37 -0.04
H 2.136306 -2.119177 -1.549387 -0.31 1.01 -0.62 -0.02
H 1.416306 -3.179177 -0.706387 -1.39 -0.41 0.23 -0.04
O -1.211694 2.434823 1.714613 -1.13 1.08 -0.07 -0.06
H -0.523694 1.746823 1.650613 0.75 -0.78 0.05 -0.02
H -0.918694 3.132823 1.119613 -0.05 -0.11 0.10 0.02
```
Forces are in eV/Å.

spin multiplicity = 1
net charge = -2
largest force on an atom = 4.25 eV/A


No. 5
DFT (ωB97M-V/def2-TZVPD) results for a structure of composition C2H40O20Sn in a non-equilibrium geometry.

XYZ file:
```
63
Properties=species:S:1:pos:R:3:forces:R:3:lowdin_charge:R:1
Sn 6.575758 -19.146319 -0.331582 1.62 1.29 2.19 1.62
O 6.714523 -18.144024 1.954125 -0.03 -2.12 -1.65 -0.41
C 8.034190 -17.780856 2.249226 -0.26 0.76 -1.48 -0.32
C 8.932339 -18.086348 1.056545 -0.10 1.09 0.53 -0.39
O 8.600838 -17.511539 -0.185870 -2.06 -1.33 0.46 -0.43
H 8.482508 -18.191769 3.197365 -0.52 0.24 -0.72 0.12
H 7.962849 -16.694520 2.285907 0.91 0.29 0.50 0.08
H 8.924589 -19.172172 0.960046 0.69 -0.61 0.16 0.07
H 9.870291 -17.617845 1.321410 1.03 -0.58 0.40 0.11
O 4.404443 -17.294223 3.031270 -0.94 -0.40 -0.51 -0.06
H 5.205861 -17.680864 2.657176 0.51 -0.04 0.17 -0.04
H 4.133341 -16.707198 2.318656 -0.10 0.44 0.17 0.03
O 11.524860 -19.956037 1.615445 0.81 -1.38 -0.73 -0.03
H 11.186359 -19.332895 2.213838 -1.27 1.61 1.39 0.00
H 12.165080 -20.417354 2.159858 0.47 -0.39 -0.24 0.10
O 5.383548 -14.261842 1.920867 0.60 -0.15 -2.00 -0.08
H 6.261877 -14.697164 1.760218 -1.21 0.78 0.73 0.01
H 5.053449 -14.280108 2.800696 0.39 -0.51 1.22 0.01
O 7.654089 -21.314495 1.062278 -0.56 2.38 0.06 -0.07
H 7.691129 -22.229611 1.158406 -0.59 -2.78 -0.14 0.04
H 8.564686 -21.127277 1.262557 0.74 0.57 -0.38 0.00
O 7.791436 -18.498883 5.861277 1.77 -1.25 0.65 -0.02
H 7.018999 -18.015674 5.724936 -2.16 1.92 -0.12 0.01
H 7.707487 -19.126954 5.147798 -0.01 -0.75 -0.27 -0.01
O 6.630552 -20.279250 3.735665 0.60 -0.76 1.08 -0.05
H 7.451701 -20.775668 3.611997 -0.46 0.09 -0.17 0.03
H 6.691804 -19.515009 3.157395 -0.26 0.49 -0.89 -0.03
O 7.538748 -14.877216 0.260153 0.28 -1.29 1.40 -0.04
H 7.722551 -15.820965 0.516727 -0.02 1.12 -0.58 0.02
H 7.173441 -14.988924 -0.604631 -0.45 0.13 -0.87 0.04
O 12.420177 -17.297382 1.433921 0.25 1.75 -0.55 0.00
H 12.352235 -17.566057 2.325196 0.08 -0.32 1.54 0.01
H 12.288484 -18.061261 0.906413 0.06 -0.89 -0.87 -0.02
O 8.894463 -14.763675 3.393370 0.35 0.08 0.14 -0.04
H 9.203717 -14.497268 4.269061 0.01 0.00 -0.07 0.07
H 9.650129 -15.244807 3.030196 -0.09 0.13 -0.01 0.06
O 10.191626 -17.304032 5.539980 4.00 1.70 -1.65 -0.03
H 10.302390 -18.019332 4.918448 -0.33 -0.10 0.14 -0.04
H 9.414018 -17.464799 5.969237 -3.50 -0.90 1.63 -0.05
O 10.468186 -19.664862 4.282433 -1.42 1.84 -0.77 0.03
H 10.058946 -20.472406 4.091793 -1.46 -1.83 -0.38 0.05
H 11.326576 -19.924545 4.452914 3.08 -0.55 1.06 0.04
O 10.979837 -18.681411 -0.846872 -0.48 0.30 -0.31 -0.03
H 10.280614 -18.080079 -0.523144 0.00 0.79 -0.93 0.00
H 11.064337 -19.150438 -0.028739 0.78 -1.11 0.57 -0.02
O 10.319049 -15.256613 -0.455698 0.82 0.82 0.68 -0.04
H 9.666366 -15.906558 -0.207031 -0.48 -0.31 -0.36 -0.04
H 10.518848 -15.347061 -1.379945 0.01 -0.35 -0.50 0.02
O 10.316709 -21.962724 0.323507 -0.16 -1.10 -0.54 -0.05
H 10.534302 -21.256067 0.916961 0.65 0.66 0.35 -0.04
H 10.837292 -21.791003 -0.473810 -0.31 -0.01 0.19 0.06
O 6.649735 -16.192492 4.295329 -0.55 -1.31 -0.51 -0.05
H 7.391731 -15.633761 4.139550 1.15 1.23 0.22 -0.02
H 6.831838 -16.803362 3.549508 -1.10 0.38 1.03 -0.01
O 8.950467 -16.730009 -2.934123 0.12 -0.52 -1.04 -0.05
H 8.633872 -15.830229 -2.858223 0.00 0.04 0.52 0.03
H 9.066598 -17.145677 -2.076061 -0.28 0.49 0.51 -0.02
O 4.770396 -20.128801 1.376515 1.31 -0.56 -0.71 -0.13
H 4.152027 -19.414385 1.431632 -0.99 0.69 0.43 0.03
H 4.349754 -20.896239 0.982485 -0.43 -0.01 0.10 0.06
O 8.819581 -20.229972 -1.478058 -1.16 -0.18 0.40 -0.14
H 9.528755 -19.588826 -1.309423 0.61 0.24 -0.21 -0.01
H 8.754677 -20.329819 -2.425913 0.05 0.07 -0.44 0.07
```
Forces are in eV/Å.

spin multiplicity = 1
net charge = 0
largest force on an atom = 4.64 eV/A


Values for frontier orbital gap, eV, ordered as above
11.829; 11.776; 12.053; 7.703; 8.260
Values for relative energy (zero: lowest compared OMol25 entry of this formula, charge and spin), kJ/mol, ordered as above
441.2; 37.0; 123.2; 46.8; 216.5